P) # C4H3NO3

The molecule C4H3NO3 (the ωB97M-V functional and the def2-TZVPD basis, the Open Molecules 2025 dataset).

As for the frontier orbital gap: 0.343 hartree. The value obtained for the HOMO energy is -9.6 eV. As for the SMILES: CC(=O)n1c(=O)c1=O. As for the charge: 0. As for the LUMO energy: -0.23 eV.

Last column: natural (NBO) charge in e.
Atoms and positions in Å:
C: 3.5773 -0.0775 -0.5641  0.597
C: 3.2638 0.8939 0.4801  0.602
C: 0.9126 -1.0269 0.1436  0.766
C: 0.6875 -1.8443 -1.1126  -0.726
N: 2.3626 -0.0805 0.0910  -0.528
O: 4.3027 -0.5920 -1.3535  -0.533
O: 3.3531 1.8753 1.1039  -0.500
O: 0.2488 -0.9256 1.1270  -0.452
H: 1.5466 -1.8627 -1.7562  0.254
H: -0.1833 -1.4317 -1.5678  0.261
H: 0.5181 -2.8658 -0.8647  0.259

***

Q) # C4H3NO3

The molecule C4H3NO3 (the ωB97M-V functional and the def2-TZVPD basis, the Open Molecules 2025 dataset).

As for the frontier orbital gap: 0.341 hartree. The value obtained for the HOMO energy is -9.7 eV. As for the SMILES: O=c1onccc1O. As for the charge: 0. As for the LUMO energy: -0.45 eV.

Last column: natural (NBO) charge in e.
Atoms and positions in Å:
C: -0.6233 -0.4060 -0.3174  0.296
C: 0.6666 -0.3857 -0.8650  -0.328
C: 1.6246 0.4380 -0.2244  0.004
C: -0.8497 0.3976 0.9226  0.683
H: -2.4207 -1.0982 -0.1329  0.521
H: 0.8572 -1.0196 -1.6995  0.241
H: 2.6257 0.2538 -0.5745  0.214
N: 1.5171 1.2378 0.7843  -0.060
O: -1.7098 -0.9949 -0.7891  -0.638
O: 0.1691 1.2534 1.3002  -0.361
O: -1.8567 0.3238 1.5957  -0.572

***

R) # C4H3NO3

A cluster of 2 separate species, C4H3NO3 in total (the ωB97M-V functional and the def2-TZVPD basis, the Open Molecules 2025 dataset).

As for the frontier orbital gap: 0.273 hartree. The value obtained for the HOMO energy is -10.2 eV. As for the charge: 0. As for the LUMO energy: -2.80 eV.

Last column: natural (NBO) charge in e.
Atoms and positions in Å:
C: 0.2177 1.5080 -0.1108  0.058
C: 1.4699 1.0057 0.5277  -0.281
C: 1.0356 -0.3876 0.6358  0.401
C: -0.4173 -0.5761 0.1669  0.544
H: -1.6614 -0.0793 -2.3724  0.480
H: -0.1597 2.4377 -0.7294  0.269
H: 2.3758 1.4536 0.8000  0.259
N: -1.0212 0.7466 0.0608  -0.139
O: -1.2147 0.6925 -1.9273  -0.682
O: 1.3791 -1.3176 1.2514  -0.447
O: -1.0697 -1.6672 -0.0043  -0.461

***

Preferred: Q); penalty for the next structure: 0.347 eV.

***

P) # C4H9N3O2

The molecule C4H9N3O2 (the ωB97M-V functional and the def2-TZVPD basis, the Open Molecules 2025 dataset).

As for the frontier orbital gap: 0.339 hartree. The value obtained for the HOMO energy is -8.8 eV. As for the SMILES: OCCN/C=N\C=N/O. As for the charge: 0. As for the LUMO energy: 0.42 eV.

Last column: natural (NBO) charge in e.
Atoms and positions in Å:
C: -2.1553 -0.6609 0.2680  -0.090
C: -1.2956 0.3427 0.9871  -0.258
C: 0.2046 1.6026 -0.6280  0.378
C: 2.0906 0.3432 0.3497  0.184
H: -0.5564 -1.5396 -0.7719  0.484
H: -2.3899 -1.5623 0.8045  0.187
H: -3.1243 -0.1550 -0.1075  0.176
H: -1.8814 0.4961 1.9084  0.210
H: -0.3107 -0.3236 1.1733  0.222
H: -1.5775 2.4818 0.1581  0.405
H: -0.1091 2.5233 -1.3471  0.154
H: 3.0488 0.7571 0.9822  0.239
H: 0.7139 -2.7522 0.1302  0.501
N: -0.8249 1.6000 0.2674  -0.637
N: 1.3738 1.1488 -0.5943  -0.558
N: 1.8833 -1.0068 0.5395  -0.207
O: -1.4492 -1.0345 -1.0205  -0.779
O: 0.9611 -1.7012 -0.2644  -0.610

***

Q) # C4H9N3O2

The molecule C4H9N3O2 (the ωB97M-V functional and the def2-TZVPD basis, the Open Molecules 2025 dataset).

As for the frontier orbital gap: 0.331 hartree. The value obtained for the HOMO energy is -8.2 eV. As for the SMILES: C[C@@H](C(N)=O)/C(O)=N\N. As for the charge: 0. As for the LUMO energy: 0.80 eV.

Last column: natural (NBO) charge in e.
Atoms and positions in Å:
C: 1.7003 0.4151 -0.7915  -0.599
N: -0.6492 -1.7197 -0.2128  -0.335
C: -0.5957 1.1824 0.1032  0.697
C: 0.0729 -1.0162 0.5667  0.483
N: -0.7056 -1.4927 -1.5677  -0.662
N: -1.2034 1.6253 1.2251  -0.818
C: 0.7071 0.3342 0.3610  -0.385
O: 0.1153 -1.4181 1.8709  -0.693
O: -0.9815 1.4587 -1.0125  -0.632
H: -0.3408 -2.2595 1.9291  0.493
H: -1.4648 -2.0361 -1.9570  0.364
H: -0.7570 -0.5129 -1.8372  0.373
H: -0.9268 1.2816 2.1307  0.404
H: -2.0062 2.2167 1.1401  0.406
H: 1.1777 0.6229 1.3030  0.238
H: 2.4736 -0.3425 -0.6925  0.220
H: 1.2181 0.2650 -1.7557  0.231
H: 2.1661 1.3957 -0.8028  0.216

***

R) # C4H9N3O2

A structure of composition C4H9N3O2 (the ωB97M-V functional and the def2-TZVPD basis, the Open Molecules 2025 dataset).

As for the frontier orbital gap: 0.310 hartree. The value obtained for the HOMO energy is -8.5 eV. As for the charge: 0. As for the LUMO energy: -0.06 eV.

Last column: natural (NBO) charge in e.
Atoms and positions in Å:
C: -1.0695 1.9317 -0.0091  -0.433
C: -0.1358 -0.5195 -0.3051  0.454
C: 1.1642 -1.2619 -0.5307  -0.275
C: -2.3931 -0.7228 0.1078  0.543
H: -0.6772 2.6099 -0.7080  0.236
H: -1.1910 1.9577 1.1896  0.250
H: -1.9353 1.5449 -0.5447  0.229
H: 1.8834 1.5117 0.5825  0.482
H: 1.4056 -1.2248 -1.7266  0.243
H: 1.0135 -2.3306 -0.3235  0.226
H: 2.1251 -1.3469 1.4364  0.383
H: 3.2451 -1.0153 0.1051  0.386
H: -1.8955 -0.6812 1.2887  -0.011
N: -0.0413 0.7859 -0.0998  -0.106
N: 2.3134 -0.9315 0.4366  -0.893
N: -1.3013 -1.2160 -0.4558  -0.574
O: 1.1235 1.4674 -0.4213  -0.548
O: -3.6338 -0.5587 -0.0220  -0.592

***

Preferred: Q); penalty for the next structure: 5.668 eV.

***

P) # C4H3N

The molecule C4H3N (the ωB97M-V functional and the def2-TZVPD basis, the Open Molecules 2025 dataset).

As for the frontier orbital gap: 0.434 hartree. The value obtained for the HOMO energy is -10.8 eV. As for the SMILES: N#CC1C=C1. As for the charge: 0. As for the LUMO energy: 1.00 eV.

Last column: natural (NBO) charge in e.
Atoms and positions in Å:
C: 0.1848 -1.5899 1.7410  0.245
C: -0.4330 -0.3892 -0.5910  -0.114
C: 0.7109 0.0051 -0.2212  -0.160
C: -0.0956 -0.1853 0.9613  -0.289
N: 0.5235 -2.5883 2.2204  -0.362
H: -1.2173 -0.6443 -1.3156  0.254
H: 1.6365 0.2753 -0.4163  0.212
H: -0.4512 0.5802 1.5285  0.214

***

Q) # C4H3N

The molecule C4H3N (the ωB97M-V functional and the def2-TZVPD basis, the Open Molecules 2025 dataset).

As for the frontier orbital gap: 0.376 hartree. The value obtained for the HOMO energy is -10.6 eV. As for the SMILES: C#CCC#N. As for the charge: 0. As for the LUMO energy: -0.33 eV.

Last column: natural (NBO) charge in e.
Atoms and positions in Å:
C: -1.7218 -0.9008 0.2291  -0.184
C: -0.6373 -0.4993 -0.1014  -0.039
C: 0.6774 -0.0224 -0.4770  -0.468
C: 1.6662 -0.2429 0.7487  0.157
N: 1.7838 0.8605 1.1170  -0.216
H: -2.6770 -1.2780 0.5114  0.240
H: 0.6204 1.0313 -0.7992  0.252
H: 1.1517 -0.5853 -1.2662  0.257

***

Preferred: P); penalty for the next structure: 0.613 eV.

***

P) # C4H3N

A structure of composition C4H3N (the ωB97M-V functional and the def2-TZVPD basis, the Open Molecules 2025 dataset).

As for the frontier orbital gap: 0.375 hartree. The value obtained for the HOMO energy is -10.0 eV. As for the charge: 0. As for the LUMO energy: 0.24 eV.

Last column: natural (NBO) charge in e.
Atoms and positions in Å:
C: -0.5238 -1.2267 1.0916  -0.470
C: -0.3582 -0.2366 0.2866  0.149
C: -0.0508 0.8629 -0.3527  -0.462
C: 0.8930 0.8249 -1.4169  0.268
N: 1.6364 0.8258 -2.3062  -0.315
H: -1.2051 -2.1225 0.9914  0.277
H: 0.3146 -0.6475 1.9887  0.291
H: -0.7061 1.7196 -0.2826  0.262

***

Q) # C4H3N

The molecule C4H3N (the ωB97M-V functional and the def2-TZVPD basis, the Open Molecules 2025 dataset).

As for the frontier orbital gap: 0.344 hartree. The value obtained for the HOMO energy is -10.8 eV. As for the charge: 0. As for the LUMO energy: -1.42 eV.

Last column: natural (NBO) charge in e.
Atoms and positions in Å:
C: -1.0198 0.0666 -0.0138  -0.594
C: 0.4573 0.4024 -0.0690  -0.486
C: 0.9569 1.6037 -0.2786  0.369
C: 1.4689 -0.6016 0.1088  0.263
N: 2.2860 -1.4103 0.2512  -0.267
H: -1.6242 0.9614 -0.1805  0.236
H: -1.2665 -0.3508 0.9662  0.240
H: -1.2586 -0.6714 -0.7842  0.240

***

Preferred: P); penalty for the next structure: 0.745 eV.

***

P) # C9H17N2O

The ion C9H17N2O with charge +1 (the ωB97M-V functional and the def2-TZVPD basis, the Open Molecules 2025 dataset).

As for the frontier orbital gap: 0.363 hartree. The value obtained for the HOMO energy is -13.4 eV. As for the SMILES: C/N=C(\C)C(C)=[N+]=C(C)COC. As for the charge: +1. As for the LUMO energy: -3.52 eV.

Last column: natural (NBO) charge in e.
Atoms and positions in Å:
C: 0.5893 0.0680 0.8566  0.452
C: 1.7940 -0.2701 0.0251  0.204
C: -1.3664 1.3527 0.0234  0.394
C: 0.7623 -0.3009 2.3032  -0.648
C: 2.0691 -1.7333 -0.0461  -0.728
C: -1.8069 2.7340 -0.0136  -0.694
C: 3.5543 0.5743 -1.2897  -0.453
C: -2.8655 -1.9236 -0.4439  -0.241
C: -2.3348 0.3766 -0.4993  -0.117
N: -0.3085 0.8465 0.4559  -0.268
N: 2.4153 0.7271 -0.4494  -0.336
O: -2.1175 -0.8631 0.0545  -0.540
H: 1.7553 -0.4614 2.4889  0.242
H: 0.2138 -1.2290 2.5077  0.262
H: 0.3728 0.5248 2.7821  0.245
H: 3.0766 -1.9270 0.2164  0.253
H: 1.9431 -2.0566 -1.1246  0.260
H: 1.3460 -2.4993 0.3945  0.253
H: -1.7832 3.0595 -1.0730  0.274
H: -1.2382 3.5063 0.5121  0.271
H: -2.9034 2.8286 0.2937  0.270
H: 3.4425 1.3854 -1.9197  0.224
H: 3.7219 -0.3579 -1.8486  0.196
H: 4.3305 0.7925 -0.6071  0.228
H: -2.5769 -1.9958 -1.5114  0.175
H: -3.8597 -1.5679 -0.3734  0.185
H: -2.4492 -2.8226 0.1586  0.220
H: -2.2900 0.5612 -1.5683  0.215
H: -3.4868 0.6710 -0.3047  0.201

***

Q) # C9H17N2O

The ion C9H17N2O with charge +1 (the ωB97M-V functional and the def2-TZVPD basis, the Open Molecules 2025 dataset).

As for the frontier orbital gap: 0.324 hartree. The value obtained for the HOMO energy is -13.7 eV. As for the SMILES: C/C=C(\CC)[C@H]1O/[N+]1=N\CCC. As for the charge: +1. As for the LUMO energy: -4.88 eV.

Last column: natural (NBO) charge in e.
Atoms and positions in Å:
C: -2.8815 -1.3285 -0.2345  0.003
C: -1.8863 -0.4113 -0.1805  -0.159
C: -0.7116 -0.5529 -1.0036  0.261
C: -3.9373 -1.4131 0.7873  -0.666
C: -2.1168 2.0250 -0.4119  -0.621
C: 4.3444 -0.8695 1.0883  -0.637
C: -1.9118 0.8670 0.5714  -0.458
C: 4.0568 -0.3118 -0.3855  -0.375
C: 2.8038 0.6268 -0.3073  -0.326
N: 1.6487 -0.1576 0.0025  0.041
N: 0.6325 -0.1402 -0.6608  0.252
O: -0.0256 0.6320 -1.6002  -0.276
H: -2.8645 -2.1230 -1.0405  0.223
H: -0.6923 -1.4207 -1.7833  0.248
H: -4.6592 -0.7447 0.8078  0.242
H: -3.4685 -1.4286 1.7034  0.238
H: -4.4162 -2.4419 0.6720  0.239
H: -2.9236 1.5916 -1.0995  0.210
H: -1.3373 2.4214 -1.1168  0.228
H: -2.5622 2.9016 0.0129  0.236
H: 4.7460 -0.0383 1.7728  0.220
H: 3.4273 -1.3373 1.4986  0.221
H: 5.2899 -1.5268 1.0314  0.242
H: -1.0634 0.9518 1.2513  0.218
H: -2.8296 0.9472 1.2390  0.248
H: 3.8559 -1.1305 -1.0332  0.211
H: 4.8892 0.2374 -0.8104  0.236
H: 3.0154 1.2940 0.5266  0.263
H: 2.9069 1.2118 -1.2238  0.239

***

Preferred: P); penalty for the next structure: 3.297 eV.